[1]
C36H35N8SV | ωB97M-V/def2-TZVPD

Structure (ORCA input):
```
! wB97M-V def2-TZVPD RIJCOSX def2/J DEFGRID3
* xyz 1 2
C -1.60 0.63 3.36
C 1.38 3.19 -1.42
C -1.98 -3.52 0.61
N 0.61 -0.62 1.97
C -1.22 3.97 1.68
C 4.05 -0.71 2.19
C -1.62 2.58 2.09
H 6.12 -3.64 -0.93
H 1.57 -4.05 -4.84
N 0.66 1.79 0.45
C 0.36 2.26 3.88
H -0.13 4.08 1.73
C -3.26 -2.24 -2.62
C -1.42 -2.41 1.19
H -4.62 0.12 3.23
H -4.31 -0.46 1.61
C 2.84 2.89 0.38
C -1.13 2.79 -2.55
C -0.84 2.10 -1.36
N -1.51 1.10 -0.72
H 3.13 -4.93 -5.01
C -1.25 -0.34 4.48
N 2.00 -2.61 -3.06
C -2.73 1.79 1.65
C -3.89 -0.36 2.58
H 1.98 4.08 -3.25
H -3.78 1.44 -0.06
H -3.05 -4.41 -1.09
H -3.65 -1.33 3.01
H 3.38 4.01 -1.43
C 4.16 -3.57 -2.67
S 1.17 -0.42 -1.81
H -0.08 2.77 4.79
C 2.19 -1.69 -2.11
H -2.11 2.65 -3.08
C 0.39 2.45 -0.75
H 1.99 -5.46 -3.89
H -2.09 -1.09 4.65
H 5.94 -1.92 -0.55
C -0.11 3.56 -3.19
C 4.30 -2.73 -1.59
C -2.51 -3.55 -0.62
C 1.81 -0.75 1.80
H -0.86 -2.44 2.12
C -0.85 1.83 3.04
C -2.69 0.57 2.42
H -4.80 2.06 1.19
C 1.84 2.08 0.96
H -1.66 4.20 0.71
H 4.92 -3.18 0.29
N 4.99 -0.62 2.83
C 2.62 3.40 -0.83
N -1.51 -1.24 0.53
C 5.40 -2.88 -0.62
C -3.34 -0.97 -3.16
H 4.94 -4.30 -2.93
H 3.36 -1.32 -0.46
H -0.22 4.05 -4.11
C 1.14 3.73 -2.70
C -2.61 -2.35 -1.37
H -3.75 3.19 0.34
H 1.99 1.76 2.01
C -2.12 -1.23 -0.71
V -0.86 0.59 1.12
C 2.41 -4.51 -4.34
N 2.99 -1.06 1.47
H 3.75 3.07 1.00
H -1.06 0.08 5.48
C -3.83 2.19 0.69
N 3.30 -1.82 -1.33
C 2.87 -3.58 -3.32
H -3.58 -3.15 -3.14
H 0.92 2.98 3.31
C -2.18 0.05 -1.34
H 0.90 1.39 4.13
H -1.69 4.73 2.34
H -3.84 -0.80 -4.07
C -2.83 0.18 -2.54
H -0.30 -0.76 4.21
H -2.87 1.00 -3.21
H -2.03 -4.36 1.26
*
```

## Properties
* frontier orbital gap (spin up / spin down): 5.80 / 6.34 eV
* highest occupied orbital energy (spin up / spin down): -9.96 / -9.99 eV

[2]
C36H35NPPdTe | ωB97M-V/def2-TZVPD

Structure (ORCA input):
```
! wB97M-V def2-TZVPD RIJCOSX def2/J DEFGRID3
* xyz 1 1
C -0.36 -5.15 1.96
C -0.32 -0.47 2.86
H 1.51 -0.41 -5.71
H -1.40 -1.78 -1.07
H -0.08 -2.42 -2.07
H 3.14 -0.62 -5.08
C 2.26 0.02 -5.04
C -0.15 -3.82 2.29
H -5.72 2.33 1.26
C -2.00 2.26 0.25
C -2.57 -1.16 1.88
Te 0.03 2.36 -0.28
C 2.59 1.47 -5.41
H -2.59 -2.24 2.02
H 0.15 5.09 -1.68
H -1.03 1.21 -3.07
H 5.99 0.10 1.33
H -3.60 -0.79 1.94
C 1.71 -0.07 -3.69
Pd 0.49 -0.29 -0.64
H -5.06 1.54 -0.99
H -0.04 -3.52 3.33
H 3.92 -3.95 1.15
H 4.25 1.82 1.78
H -0.51 -4.88 -1.42
C -2.97 1.83 -0.65
C 4.95 -0.18 1.40
H 1.90 1.14 1.93
H 1.72 2.10 -5.34
H -2.06 0.99 5.96
H -3.99 3.08 2.86
C -0.38 3.07 -2.23
H 1.52 0.04 3.83
C -0.22 4.44 -2.47
H -1.62 3.07 2.21
C -1.18 2.80 -4.49
C -0.36 -2.13 -1.06
C -1.56 0.58 5.09
C -2.37 2.71 1.52
H 2.40 -3.79 2.03
C -2.32 0.04 4.07
C -0.02 -2.89 1.27
H 3.36 1.87 -4.76
C -1.00 4.16 -4.72
C -0.52 4.98 -3.71
C -4.30 1.86 -0.28
H -0.44 -5.89 2.74
C 2.98 -3.40 1.20
N 1.30 -0.16 -2.62
H -1.58 2.17 -5.27
H -0.59 -6.56 0.36
C -0.17 0.58 5.03
H -2.20 -0.97 0.88
P 0.48 -1.18 1.43
C 2.66 0.39 1.72
C -0.86 2.26 -3.25
C 3.98 0.78 1.65
C -4.68 2.31 0.98
C 0.44 0.05 3.90
H 5.35 -2.25 1.09
H 2.96 1.50 -6.44
C 4.58 -1.51 1.26
H -1.25 4.58 -5.68
C -0.38 -4.58 -0.39
H -0.39 6.04 -3.88
H 2.41 -3.62 0.29
C 3.26 -1.93 1.34
H -3.40 0.03 4.14
C -1.72 -0.51 2.93
C -0.21 -3.23 -0.06
H -2.69 1.50 -1.64
C -3.71 2.72 1.88
H 0.42 0.98 5.84
C -0.45 -5.52 0.62
C 2.28 -0.95 1.56
*
```

## Properties
* frontier orbital gap: 8.03 eV
* highest occupied orbital energy: -10.55 eV

[3]
C36H36AsCl3OSSb2V | ωB97M-V/def2-TZVPD

Structure (ORCA input):
```
! wB97M-V def2-TZVPD RIJCOSX def2/J DEFGRID3
* xyz 0 4
H 1.02 6.96 0.41
H 2.24 1.79 1.39
H 3.39 0.57 2.03
C 1.96 -1.87 3.04
C 2.34 -1.63 -0.04
H 2.19 -2.71 0.03
H -1.37 -0.56 -5.57
H 1.17 -7.16 3.52
C 1.71 -3.34 3.16
C -0.13 1.63 -3.30
H -0.52 -5.58 4.35
C -0.43 0.42 -3.91
C -1.54 1.58 -5.70
C 4.16 1.22 -4.08
H -1.55 3.72 -5.55
C 0.97 5.95 0.03
H 3.58 -3.86 2.25
C -3.95 0.93 -0.91
H -2.82 -0.86 4.43
H 2.08 6.41 -1.77
H -4.23 -4.13 2.83
As 0.77 1.53 -1.57
H 5.80 1.18 -1.12
H 2.05 1.34 -4.33
Cl -4.80 -2.41 1.05
C 2.86 1.30 -3.61
H -6.97 -1.28 -0.28
Cl -7.79 0.91 -1.92
H 4.35 1.19 -5.15
H 1.99 4.09 -2.60
H -0.14 -1.88 4.45
C 2.60 1.34 -2.25
H -0.31 3.77 -3.42
C 4.98 1.21 -1.83
C 2.36 0.92 2.02
C -3.74 -0.19 -0.11
C -5.15 1.31 -1.48
H 1.73 -1.33 3.96
H -2.94 -4.78 3.85
C -0.53 2.82 -3.89
H 3.01 -1.69 2.81
C -1.13 0.39 -5.11
C 0.24 3.65 0.31
C 1.57 5.65 -1.19
C -2.69 -0.77 3.35
H 2.10 -1.31 -1.05
H -5.23 2.20 -2.08
Cl -2.50 1.87 -1.23
C 0.33 4.98 0.77
C -0.52 -2.88 4.20
C -4.89 -0.97 0.09
C -1.23 2.79 -5.09
C 3.67 1.29 -1.36
C -3.43 -3.86 3.51
Sb 1.09 -0.69 1.42
C 1.33 -6.10 3.41
H 3.50 1.32 -0.30
Sb -1.95 -2.62 2.57
H 3.38 -1.40 0.17
H 3.25 -6.29 2.45
H -0.12 -0.52 -3.45
C 0.83 3.36 -0.94
C 5.23 1.18 -3.19
S -0.56 2.46 1.34
C 0.38 -5.20 3.87
C 0.55 -3.82 3.76
O -2.54 -0.47 0.39
H -1.96 0.02 3.14
H -3.86 -3.34 4.37
C -6.24 0.50 -1.24
C -6.11 -0.64 -0.46
C 2.49 -5.61 2.81
C 2.67 -4.24 2.70
V -0.92 0.56 0.01
H 2.06 1.21 3.03
C 1.50 4.35 -1.66
H -2.10 1.56 -6.62
H -1.08 -3.25 5.06
H 6.24 1.12 -3.56
H -0.10 5.22 1.73
H -3.63 -0.49 2.89
*
```

## Properties
* frontier orbital gap (spin up / spin down): 7.55 / 7.61 eV
* highest occupied orbital energy (spin up / spin down): -7.16 / -7.62 eV

[4]
C36H36BrHoN5O8S2 | ωB97M-V/def2-TZVPD

Structure (ORCA input):
```
! wB97M-V def2-TZVPD RIJCOSX def2/J DEFGRID3
* xyz 1 5
C 3.43 -3.15 -0.88
C 2.88 -3.30 0.54
C -0.09 -2.99 2.70
H -6.01 4.03 -2.23
H 2.42 3.70 0.27
N -1.29 0.55 2.02
C 0.80 2.60 -3.14
H -1.52 3.33 -1.62
H -3.68 4.43 -2.09
C -0.81 -3.41 1.40
C 1.84 -4.41 0.61
C -3.10 0.37 4.07
H 4.98 -2.13 -1.99
C 2.23 1.92 1.46
C -4.81 2.61 -1.77
H 2.14 -5.28 0.02
O 2.31 -0.50 -0.76
C -1.42 -1.73 -5.40
C 4.10 0.17 -2.55
C 4.54 0.99 -5.14
Br -3.21 -1.09 -0.91
C 5.41 1.39 -4.13
H 2.61 -2.92 -1.56
C -0.93 -0.53 -4.83
O -2.51 3.83 1.71
C -3.42 0.76 -1.26
C -2.34 -4.81 2.70
H -5.55 0.61 -1.48
C -1.31 -0.53 2.79
N -1.82 -2.72 -5.85
H -2.16 -4.71 4.88
N -0.51 1.59 -6.21
O 0.75 -0.94 1.72
H 3.70 -3.55 1.22
H 5.26 -2.15 -0.24
H 6.26 2.02 -4.36
H 3.87 -4.09 -1.20
O 0.47 -2.53 -0.76
H 1.30 4.07 -1.65
H -3.83 0.28 4.87
C 4.50 -2.07 -1.02
C -2.43 2.76 -1.57
H 3.02 2.17 2.17
S 3.81 -0.36 -0.86
C -1.74 2.78 1.50
H -2.19 4.58 1.19
C -3.64 3.37 -1.83
H 5.85 1.29 -2.03
C 1.64 3.08 -1.98
C -0.62 -0.46 -3.50
H 0.81 3.35 -3.93
H -0.24 2.44 -2.84
H -3.15 -5.53 2.76
H -3.66 2.39 3.52
H 2.78 -0.13 -5.64
H -0.27 -3.16 4.89
C -0.32 -1.53 2.20
H -2.37 -4.72 0.58
C -4.69 1.25 -1.49
S 0.24 -3.88 -0.15
O -6.03 3.10 -1.99
H 2.21 0.84 1.35
H 0.98 -3.17 2.74
Ho 0.11 -0.06 -0.19
H 1.19 1.67 -3.55
H 1.28 2.26 1.87
C 3.45 0.17 -4.85
C -1.92 -4.39 1.51
N -0.34 -0.32 -2.38
C -1.75 -4.34 3.95
C -0.72 0.63 -5.62
H 2.43 -2.37 0.88
O 1.58 2.19 -0.86
H 3.52 2.40 -0.21
H 1.64 -4.75 1.62
C -3.03 1.54 3.32
N -2.30 1.47 -1.27
C -0.72 -3.49 3.96
C -2.23 -0.67 3.82
C 5.19 0.98 -2.83
H 4.71 1.31 -6.16
H 2.69 3.17 -2.29
H 2.37 -0.86 -3.30
H -2.25 -1.57 4.42
C 2.51 2.61 0.14
C 3.23 -0.24 -3.55
O -0.80 2.76 0.73
O -1.19 -2.09 1.08
C -2.09 1.58 2.31
*
```

## Properties
* frontier orbital gap (spin up / spin down): 6.78 / 6.79 eV
* highest occupied orbital energy (spin up / spin down): -9.82 / -9.82 eV

[5]
C36H36BrInN8O2S2 | ωB97M-V/def2-TZVPD

Structure (ORCA input):
```
! wB97M-V def2-TZVPD RIJCOSX def2/J DEFGRID3
* xyz 2 1
H 1.60 2.90 3.15
O -0.82 1.15 -1.73
C -0.70 7.07 -4.02
H 4.00 3.19 -1.23
H 0.01 7.89 -3.99
S 2.03 1.90 -1.56
H 1.40 5.04 4.51
C -2.08 -2.16 0.00
C 1.25 -1.94 -2.17
H -6.20 -0.35 2.06
C 2.19 -2.81 -2.68
N -1.36 3.60 -2.92
H -4.75 -1.79 3.46
H -4.25 -1.67 -1.34
C -0.74 5.08 4.01
C -0.07 3.71 2.25
H -1.58 4.81 4.66
C 1.75 0.01 5.06
C -2.54 5.05 -4.12
C -3.19 0.93 1.20
Br -6.45 -0.55 -2.90
H -1.56 0.65 4.48
H 2.05 -3.26 -3.65
C -0.53 0.40 4.28
H 3.56 0.16 -2.22
C -2.36 0.13 1.99
C 2.94 0.89 -2.75
N 1.38 -1.37 -0.97
C -1.90 7.24 -4.72
H -2.09 8.17 -5.22
C 0.38 0.34 5.30
H -1.73 4.91 2.06
H -2.23 -2.96 -0.73
C 2.47 -1.63 -0.22
C -0.14 0.18 2.93
C 0.56 4.35 4.40
H -2.99 -2.01 0.58
H 2.21 0.38 -3.37
C -2.94 1.70 -2.75
O -1.67 -0.96 -0.66
H 2.99 3.11 0.23
H 0.46 3.78 5.32
C 3.41 2.54 -0.59
C -5.13 -0.21 2.04
H -5.19 1.38 0.61
C -2.08 0.87 -2.00
H 2.44 -0.04 5.89
H 3.19 -0.51 3.57
C -2.94 -0.86 2.80
H -4.92 1.85 -3.62
H -2.29 -1.50 3.38
H 3.55 1.54 -3.36
H -1.26 -2.43 0.66
N -0.97 0.26 1.89
N 0.78 3.46 3.25
C -4.69 0.05 -2.53
H -0.63 6.16 4.02
C -4.56 0.75 1.23
S 0.00 3.11 0.67
H -4.15 3.66 -4.33
C -4.31 -1.02 2.83
H 0.54 5.76 -2.83
C -1.33 4.88 -3.44
H -2.73 1.69 0.57
C -0.39 5.89 -3.37
C 2.17 -0.24 3.80
In 0.16 0.38 -0.03
C 1.26 -0.15 2.71
H 4.33 -2.67 -0.05
C -2.84 6.23 -4.79
C -4.25 1.25 -3.02
H -0.64 3.13 -2.39
C 3.48 -2.48 -0.68
C -2.52 3.00 -3.21
C -3.86 -0.75 -1.73
N 2.59 -1.13 1.07
N 1.55 -0.52 1.46
C -2.58 -0.33 -1.46
H -3.77 6.35 -5.33
N -3.24 3.86 -3.95
H 4.09 -3.76 -2.29
H 0.35 -1.68 -2.72
H 4.02 1.72 -0.21
H 0.05 0.52 6.31
N -0.97 4.60 2.65
C 3.33 -3.08 -1.92
*
```

## Properties
* frontier orbital gap (spin up / spin down): 5.75 / 5.75 eV
* highest occupied orbital energy (spin up / spin down): -12.04 / -12.04 eV

[6]
C36H36Cl2HgOP3S2 | ωB97M-V/def2-TZVPD

Structure (ORCA input):
```
! wB97M-V def2-TZVPD RIJCOSX def2/J DEFGRID3
* xyz -2 2
H 3.60 -4.55 -4.70
H 1.10 -4.91 -2.11
H -0.16 -1.83 -5.12
C 3.11 -3.86 1.18
C 0.01 3.59 -1.36
C -0.95 -4.81 -1.53
C 4.73 -1.59 -3.51
H -1.18 0.26 5.12
C 1.65 1.94 -0.79
H -1.40 -1.12 -4.05
Hg -0.22 -2.36 -0.57
C -1.53 3.38 1.52
H 1.29 3.70 5.81
P 0.75 -0.72 -3.11
H 5.72 -3.36 -4.25
H 3.14 4.71 -2.05
H -4.38 4.74 2.77
C 1.47 2.76 3.88
S -2.08 0.71 -1.86
C 0.33 -5.60 -1.77
O -1.94 -5.03 -2.17
C -0.01 0.90 3.44
H 1.86 0.95 -0.38
P -0.56 -0.42 2.24
H -6.15 -1.30 3.12
H 3.69 2.45 -1.21
C -4.27 -2.10 2.42
C 0.92 0.65 -4.35
C -2.35 -0.64 2.64
H -4.70 -3.04 2.11
C -0.47 0.99 4.76
C 2.30 -1.62 -3.54
C 3.58 -3.54 -4.31
H 1.18 0.27 -5.35
C -0.48 -1.70 -4.08
C -3.17 0.34 3.19
H -3.88 1.47 0.04
H 3.49 0.01 -2.80
H 1.66 1.38 -4.03
C 0.95 2.90 5.16
C -3.73 4.08 2.20
H -0.46 3.50 1.56
H 0.78 5.43 -2.19
H -1.91 5.00 2.88
H 4.00 -3.55 1.70
C 2.66 2.78 -1.24
P -1.01 1.19 -0.23
Cl 3.23 -3.33 -0.49
C -0.19 -0.01 0.64
H -5.16 0.86 3.80
H 0.67 -6.03 -0.83
C 3.51 -0.98 -3.25
H 2.22 -3.41 1.61
C -0.01 1.99 5.60
C -5.09 -1.12 2.99
S 0.36 -2.05 2.95
C 0.99 1.78 3.03
H -2.77 1.30 3.47
H -2.27 -2.62 1.83
C -2.35 4.22 2.26
C 0.32 2.34 -0.83
C -2.08 2.38 0.71
C -4.53 0.09 3.37
H 1.36 1.67 2.02
C -2.92 -1.86 2.25
H -0.41 2.08 6.61
H -0.05 1.15 -4.39
C 4.77 -2.88 -4.05
H -5.36 2.97 1.34
H -1.03 3.89 -1.45
H 1.44 -3.45 -4.25
C -3.46 2.24 0.67
C 2.35 4.04 -1.73
H 5.66 -1.08 -3.28
C 2.36 -2.91 -4.06
H 0.17 -6.39 -2.52
H -0.68 -2.66 -3.62
C -4.28 3.09 1.40
H 2.25 3.44 3.54
C 1.02 4.45 -1.80
Cl 2.98 -5.64 1.31
*
```

## Properties
* frontier orbital gap (spin up / spin down): 4.18 / 5.29 eV
* highest occupied orbital energy (spin up / spin down): 0.22 / -0.90 eV

What did the third record say?
C36H36AsCl3OSSb2V | ωB97M-V/def2-TZVPD

Structure (ORCA input):
```
! wB97M-V def2-TZVPD RIJCOSX def2/J DEFGRID3
* xyz 0 4
H 1.02 6.96 0.41
H 2.24 1.79 1.39
H 3.39 0.57 2.03
C 1.96 -1.87 3.04
C 2.34 -1.63 -0.04
H 2.19 -2.71 0.03
H -1.37 -0.56 -5.57
H 1.17 -7.16 3.52
C 1.71 -3.34 3.16
C -0.13 1.63 -3.30
H -0.52 -5.58 4.35
C -0.43 0.42 -3.91
C -1.54 1.58 -5.70
C 4.16 1.22 -4.08
H -1.55 3.72 -5.55
C 0.97 5.95 0.03
H 3.58 -3.86 2.25
C -3.95 0.93 -0.91
H -2.82 -0.86 4.43
H 2.08 6.41 -1.77
H -4.23 -4.13 2.83
As 0.77 1.53 -1.57
H 5.80 1.18 -1.12
H 2.05 1.34 -4.33
Cl -4.80 -2.41 1.05
C 2.86 1.30 -3.61
H -6.97 -1.28 -0.28
Cl -7.79 0.91 -1.92
H 4.35 1.19 -5.15
H 1.99 4.09 -2.60
H -0.14 -1.88 4.45
C 2.60 1.34 -2.25
H -0.31 3.77 -3.42
C 4.98 1.21 -1.83
C 2.36 0.92 2.02
C -3.74 -0.19 -0.11
C -5.15 1.31 -1.48
H 1.73 -1.33 3.96
H -2.94 -4.78 3.85
C -0.53 2.82 -3.89
H 3.01 -1.69 2.81
C -1.13 0.39 -5.11
C 0.24 3.65 0.31
C 1.57 5.65 -1.19
C -2.69 -0.77 3.35
H 2.10 -1.31 -1.05
H -5.23 2.20 -2.08
Cl -2.50 1.87 -1.23
C 0.33 4.98 0.77
C -0.52 -2.88 4.20
C -4.89 -0.97 0.09
C -1.23 2.79 -5.09
C 3.67 1.29 -1.36
C -3.43 -3.86 3.51
Sb 1.09 -0.69 1.42
C 1.33 -6.10 3.41
H 3.50 1.32 -0.30
Sb -1.95 -2.62 2.57
H 3.38 -1.40 0.17
H 3.25 -6.29 2.45
H -0.12 -0.52 -3.45
C 0.83 3.36 -0.94
C 5.23 1.18 -3.19
S -0.56 2.46 1.34
C 0.38 -5.20 3.87
C 0.55 -3.82 3.76
O -2.54 -0.47 0.39
H -1.96 0.02 3.14
H -3.86 -3.34 4.37
C -6.24 0.50 -1.24
C -6.11 -0.64 -0.46
C 2.49 -5.61 2.81
C 2.67 -4.24 2.70
V -0.92 0.56 0.01
H 2.06 1.21 3.03
C 1.50 4.35 -1.66
H -2.10 1.56 -6.62
H -1.08 -3.25 5.06
H 6.24 1.12 -3.56
H -0.10 5.22 1.73
H -3.63 -0.49 2.89
*
```

## Properties
* frontier orbital gap (spin up / spin down): 7.55 / 7.61 eV
* highest occupied orbital energy (spin up / spin down): -7.16 / -7.62 eV